No. 1
C19H17NO3 | ωB97M-V/def2-TZVPD

Summary:
maximum force = 0.0373 hartree/bohr
LUMO energy = -1.0 eV
HOMO = -0.297 hartree
orbital gap = 7.05 eV

Atoms and positions in Å:
C  -2.76  1.06  1.65
C  -2.04  -0.24  1.94
N  -0.73  -0.31  2.29
C  0.10  0.53  2.94
C  0.30  1.99  2.60
O  0.88  0.11  3.85
O  -2.73  -1.28  1.84
H  -2.11  1.94  1.68
H  -3.25  1.00  0.67
H  -3.59  1.22  2.35
H  -0.56  2.45  2.13
H  0.56  2.55  3.51
H  1.17  2.11  1.95
C  2.69  -5.82  -1.91
C  3.17  -4.68  -1.25
C  2.42  -4.08  -0.25
C  1.15  -4.61  0.12
C  0.39  -3.99  1.17
O  -0.62  -4.79  1.63
C  -1.28  -4.43  2.79
C  -0.98  -3.23  3.46
C  -1.76  -2.91  4.60
C  -2.78  -3.76  5.00
C  -3.06  -4.94  4.28
C  -2.31  -5.28  3.16
C  0.03  -2.40  2.93
C  0.64  -2.75  1.72
C  0.71  -5.81  -0.50
C  1.46  -6.39  -1.52
H  3.27  -6.28  -2.72
H  4.14  -4.26  -1.51
H  2.80  -3.21  0.30
H  -1.59  -1.96  5.11
H  -3.39  -3.51  5.86
H  -3.87  -5.60  4.59
H  -2.48  -6.18  2.58
H  0.47  -1.65  3.59
H  1.31  -2.05  1.22
H  -0.22  -6.28  -0.16
H  1.10  -7.29  -2.01

Atom charges from the Löwdin analysis, given in e for atoms 1 to 2: number 1, C, carries -0.0089; number 2, C, carries -0.5102

No. 2
C8H8FN10O4S2Ti | ωB97M-V/def2-TZVPD

Summary:
spin multiplicity = 2
maximum force = 0.0074 hartree/bohr
LUMO energy (alpha / beta) = 4.9 / 4.9 eV
HOMO (alpha / beta) = -0.070 / -0.075 hartree
orbital gap (alpha / beta) = 6.81 / 6.94 eV
net charge = -2

Atoms and positions in Å:
Ti  0.36  -0.36  0.02
N  -0.30  -0.01  3.48
C  -0.76  1.00  2.65
N  -1.43  2.04  3.11
N  -1.70  2.76  1.99
N  -1.21  2.18  0.95
N  -0.60  1.04  1.34
C  0.65  -0.95  3.14
N  1.22  -1.74  4.03
N  2.06  -2.51  3.31
N  1.99  -2.19  2.06
N  1.09  -1.20  1.91
H  -0.44  0.13  4.47
O  -0.68  0.36  -1.60
N  -0.05  1.22  -2.39
C  -0.51  2.48  -2.39
C  0.02  3.44  -3.21
C  1.07  3.07  -4.06
C  1.56  1.79  -4.01
C  1.04  0.81  -3.14
S  1.65  -0.75  -2.95
H  -1.29  2.64  -1.66
H  -0.37  4.44  -3.18
H  1.52  3.80  -4.73
H  2.40  1.48  -4.63
F  1.72  0.82  -0.15
C  -0.99  -3.80  1.41
S  -1.29  -2.71  0.04
O  -2.20  -3.41  -0.83
O  0.04  -2.42  -0.55
O  -1.77  -1.44  0.60
H  -0.55  -4.71  1.01
H  -1.95  -4.00  1.88
H  -0.30  -3.31  2.09

Atom charges from the Löwdin analysis, given in e for atoms 1 to 2: number 1, Ti, carries 1.0106; number 2, N, carries 0.1374

No. 3
C2H3NOS | ωB97M-V/def2-TZVPD

Summary:
maximum force = 0.0943 hartree/bohr
LUMO energy (alpha / beta) = -1.0 / -1.0 eV
HOMO (alpha / beta) = -0.322 / -0.281 hartree
orbital gap (alpha / beta) = 7.77 / 6.63 eV

Atoms and positions in Å:
C  -0.30  1.57  0.03
C  -0.60  -0.78  -0.26
N  -0.72  0.46  -0.33
O  1.80  -2.75  0.37
S  1.46  -1.33  0.34
H  0.46  1.74  0.76
H  -0.61  2.54  -0.61
H  -1.48  -1.45  -0.30

Atom charges from the Löwdin analysis, given in e for atoms 1 to 2: number 1, C, carries -0.0660; number 2, C, carries -0.2062

No. 4
C14H26INO3P2Ru | ωB97M-V/def2-TZVPD

Summary:
spin multiplicity = 6
maximum force = 0.1085 hartree/bohr
LUMO energy (alpha / beta) = -10.5 / -13.3 eV
HOMO (alpha / beta) = -0.633 / -0.703 hartree
orbital gap (alpha / beta) = 6.70 / 5.80 eV
net charge = +3

Atoms and positions in Å:
C  0.03  0.04  -5.04
C  0.03  0.75  -3.77
H  0.03  0.63  -5.98
H  -0.82  -0.64  -4.95
H  0.86  -0.65  -4.95
O  0.03  1.97  -3.46
I  0.14  -2.62  -1.94
Ru  0.01  0.14  -1.39
P  2.19  -0.14  -0.78
C  2.87  1.14  0.32
C  2.60  -1.78  0.05
H  3.69  -1.84  0.12
H  4.26  -0.05  -1.71
H  2.20  -2.65  -0.50
H  3.16  -1.01  -2.75
H  2.41  1.05  1.30
H  2.11  -1.72  1.03
C  3.27  -0.09  -2.17
H  3.93  0.93  0.38
H  3.13  0.80  -2.79
H  2.72  2.14  -0.08
P  -2.17  -0.12  -0.77
C  -2.84  1.17  0.35
C  -3.25  0.03  -2.19
H  -2.23  -2.62  -0.60
H  -3.70  -1.82  0.07
H  -2.11  -1.81  0.98
C  -2.60  -1.77  -0.01
H  -3.13  -0.87  -2.80
H  -4.25  0.08  -1.74
H  -3.91  1.01  0.36
H  -2.62  2.18  0.00
H  -3.07  0.95  -2.77
H  -2.40  1.00  1.33
C  0.02  1.77  -0.52
O  0.03  2.65  0.27
O  -0.03  -0.84  1.47
N  -0.04  -0.39  2.68
C  -1.25  -0.26  3.36
C  -1.24  0.39  4.58
C  -0.06  0.83  5.17
C  1.13  0.48  4.55
C  1.17  -0.17  3.34
H  -2.19  -0.58  2.90
H  -2.22  0.57  5.01
H  -0.08  1.43  6.09
H  2.06  0.71  5.06
H  2.14  -0.41  2.89

Atom charges from the Löwdin analysis, given in e for atoms 1 to 2: number 1, C, carries -0.0350; number 2, C, carries -0.2770

No. 5
C55H40BrO3P2STi | ωB97M-V/def2-TZVPD

Summary:
maximum force = 0.0064 hartree/bohr
LUMO energy = -8.9 eV
HOMO = -0.565 hartree
orbital gap = 6.45 eV
net charge = +3

Atoms and positions in Å:
Ti  0.03  -0.33  -0.28
O  0.06  -0.32  1.64
S  0.44  1.00  2.39
C  1.39  0.31  3.69
C  1.01  0.43  5.01
C  1.84  0.02  6.06
C  3.07  -0.47  5.75
C  4.19  -0.94  6.64
C  5.33  -1.36  5.66
C  4.76  -1.12  4.29
C  5.31  -1.30  3.05
C  4.52  -1.01  1.93
C  3.21  -0.52  2.00
P  2.46  -0.49  0.34
C  1.83  -2.14  -0.03
C  1.68  -3.15  0.92
C  1.00  -4.31  0.59
C  0.43  -4.48  -0.67
C  0.54  -3.48  -1.61
C  1.22  -2.30  -1.29
C  3.69  -0.05  -0.89
C  4.06  1.29  -0.95
C  5.01  1.70  -1.87
C  5.59  0.78  -2.73
C  5.22  -0.56  -2.67
C  4.27  -0.98  -1.75
C  2.65  -0.25  3.29
C  3.45  -0.60  4.39
C  -1.12  1.53  2.99
C  -0.98  2.72  3.69
C  -2.03  3.32  4.38
C  -3.24  2.68  4.35
C  -4.54  3.06  5.00
C  -5.53  1.95  4.60
C  -4.74  1.06  3.67
C  -5.14  -0.04  2.97
C  -4.19  -0.64  2.13
C  -2.87  -0.22  1.99
P  -2.15  -1.09  0.58
C  -2.51  -2.85  0.70
C  -3.12  -3.55  -0.34
C  -3.33  -4.92  -0.20
C  -2.94  -5.57  0.96
C  -2.33  -4.86  1.99
C  -2.11  -3.50  1.86
C  -2.69  -0.42  -0.99
C  -1.92  -0.88  -2.08
C  -2.00  -0.23  -3.31
C  -2.81  0.88  -3.45
C  -3.55  1.34  -2.37
C  -3.49  0.71  -1.14
C  -2.39  0.89  2.80
C  -3.41  1.51  3.57
H  0.04  0.87  5.24
H  1.50  0.13  7.09
H  3.87  -1.77  7.26
H  4.51  -0.14  7.31
H  5.61  -2.40  5.79
H  6.23  -0.77  5.81
H  6.32  -1.68  2.91
H  4.96  -1.18  0.96
H  2.11  -3.03  1.91
H  0.91  -5.11  1.33
H  -0.09  -5.40  -0.91
H  0.13  -3.62  -2.61
H  1.42  -1.56  -2.08
H  3.60  2.02  -0.28
H  5.31  2.74  -1.91
H  6.33  1.10  -3.45
H  5.68  -1.28  -3.34
H  4.02  -2.03  -1.69
H  0.00  3.19  3.73
H  -1.88  4.24  4.93
H  -4.87  4.04  4.66
H  -4.42  3.14  6.09
H  -6.42  2.33  4.11
H  -5.87  1.37  5.46
H  -6.15  -0.43  3.02
H  -4.53  -1.48  1.53
H  -3.45  -3.04  -1.24
H  -3.82  -5.46  -0.99
H  -3.12  -6.63  1.07
H  -2.05  -5.37  2.90
H  -1.64  -2.95  2.67
H  -1.38  -1.83  -2.00
H  -1.45  -0.62  -4.17
H  -2.87  1.39  -4.40
H  -4.19  2.21  -2.49
H  -4.05  1.09  -0.29
Br  3.95  2.77  -5.68
C  2.72  2.73  -4.27
C  2.50  3.88  -3.52
C  1.60  3.85  -2.47
C  0.94  2.66  -2.15
C  1.16  1.53  -2.93
C  2.04  1.55  -3.99
C  0.04  2.67  -0.98
O  -0.40  3.59  -0.38
O  -0.25  1.37  -0.52
H  3.02  4.80  -3.76
H  1.42  4.74  -1.87
H  0.57  0.62  -2.77
H  2.20  0.68  -4.60

Atom charges from the Löwdin analysis, given in e for atoms 1 to 2: number 1, Ti, carries 0.8587; number 2, O, carries -0.6861

No. 6
C3H8NS | ωB97M-V/def2-TZVPD

Summary:
maximum force = 0.0200 hartree/bohr
LUMO energy = 4.1 eV
HOMO = -0.087 hartree
orbital gap = 6.41 eV
net charge = -1

Atoms and positions in Å:
C  -1.92  0.26  0.72
S  -1.64  -1.36  -0.10
H  -1.26  1.00  0.26
H  -2.94  0.59  0.56
H  -1.63  0.22  1.77
C  1.66  1.75  0.32
C  1.61  -0.30  -0.77
N  2.34  0.65  -0.38
H  0.81  1.39  0.91
H  1.34  2.52  -0.39
H  2.38  2.19  1.00
H  2.08  -1.23  -1.12
H  0.51  -0.37  -0.82

Atom charges from the Löwdin analysis, given in e for atoms 1 to 2: number 1, C, carries -0.7161; number 2, S, carries 0.0134

No. 7
C4H10N4 | ωB97M-V/def2-TZVPD

Summary:
maximum force = 0.0135 hartree/bohr
LUMO energy = 1.1 eV
HOMO = -0.271 hartree
orbital gap = 8.47 eV

Atoms and positions in Å:
C  0.51  -1.00  -1.79
C  0.87  -0.98  -0.34
C  0.94  0.21  0.46
N  2.05  0.75  1.14
C  -0.38  0.51  0.70
N  -0.98  1.71  1.07
N  -1.09  -0.62  0.36
N  -2.26  -0.41  -0.34
H  -0.13  -0.15  -2.05
H  1.41  -0.96  -2.41
H  -0.03  -1.91  -2.05
H  1.51  -1.81  -0.04
H  2.09  0.52  2.13
H  2.93  0.56  0.70
H  -0.30  2.45  1.21
H  -1.63  1.65  1.84
H  -2.54  0.56  -0.48
H  -2.97  -1.08  -0.10

Atom charges from the Löwdin analysis, given in e for atoms 1 to 2: number 1, C, carries -0.1196; number 2, C, carries -0.0910

No. 8
C3H8O2 | ωB97M-V/def2-TZVPD

Summary:
maximum force = 0.0159 hartree/bohr
LUMO energy = 0.8 eV
HOMO = -0.408 hartree
orbital gap = 11.87 eV

Atoms and positions in Å:
O  1.38  -1.39  0.70
C  1.72  -0.96  -0.36
O  2.81  -0.17  -0.55
H  1.21  -1.08  -1.32
H  2.99  0.31  0.27
C  -3.00  0.40  0.22
C  -2.36  1.75  -0.04
H  -4.07  0.38  0.43
H  -2.51  -0.11  1.05
H  -2.87  -0.20  -0.68
H  -3.02  2.37  -0.63
H  -2.12  2.35  0.84
H  -1.43  1.63  -0.59

Atom charges from the Löwdin analysis, given in e for atoms 1 to 2: number 1, O, carries 0.0778; number 2, C, carries -0.3903

Question: Among the records above, which one has the lowest maximum force?
Answer: C55H40BrO3P2STi

Repeat the seventh record exactly.
C4H10N4 | ωB97M-V/def2-TZVPD

Summary:
maximum force = 0.0135 hartree/bohr
LUMO energy = 1.1 eV
HOMO = -0.271 hartree
orbital gap = 8.47 eV

Atoms and positions in Å:
C  0.51  -1.00  -1.79
C  0.87  -0.98  -0.34
C  0.94  0.21  0.46
N  2.05  0.75  1.14
C  -0.38  0.51  0.70
N  -0.98  1.71  1.07
N  -1.09  -0.62  0.36
N  -2.26  -0.41  -0.34
H  -0.13  -0.15  -2.05
H  1.41  -0.96  -2.41
H  -0.03  -1.91  -2.05
H  1.51  -1.81  -0.04
H  2.09  0.52  2.13
H  2.93  0.56  0.70
H  -0.30  2.45  1.21
H  -1.63  1.65  1.84
H  -2.54  0.56  -0.48
H  -2.97  -1.08  -0.10

Atom charges from the Löwdin analysis, given in e for atoms 1 to 2: number 1, C, carries -0.1196; number 2, C, carries -0.0910

What did the third record say?
C2H3NOS | ωB97M-V/def2-TZVPD

Summary:
maximum force = 0.0943 hartree/bohr
LUMO energy (alpha / beta) = -1.0 / -1.0 eV
HOMO (alpha / beta) = -0.322 / -0.281 hartree
orbital gap (alpha / beta) = 7.77 / 6.63 eV

Atoms and positions in Å:
C  -0.30  1.57  0.03
C  -0.60  -0.78  -0.26
N  -0.72  0.46  -0.33
O  1.80  -2.75  0.37
S  1.46  -1.33  0.34
H  0.46  1.74  0.76
H  -0.61  2.54  -0.61
H  -1.48  -1.45  -0.30

Atom charges from the Löwdin analysis, given in e for atoms 1 to 2: number 1, C, carries -0.0660; number 2, C, carries -0.2062